Molecular formula: C73H63BrN2O2P2SiY
Method: DFT, ωB97M-V/def2-TZVPD

The energy above the lowest of the compared OMol25 structures with the same formula, charge and spin is 96.9 kcal per mole. As for the charge: -1. The lowest unoccupied orbital energy comes out at 1.728 eV.

Geometry as XYZ:
```
145
Properties=species:S:1:pos:R:3:forces:R:3:mulliken_charge:R:1
Y -0.48901 0.39434 0.12465 0.019 0.638 0.928 -2.17
O -4.94101 1.13620 0.85792 0.522 -0.055 -0.123 -0.33
C -5.03054 1.88736 1.96149 0.011 0.129 0.329 0.29
C -6.30549 2.19322 2.44636 0.035 -0.051 -0.082 -0.66
C -6.46610 2.97151 3.57637 0.032 -0.014 -0.022 -0.44
C -5.35328 3.46795 4.23928 0.004 0.123 0.161 -1.03
C -4.08729 3.18038 3.75415 -0.046 -0.046 -0.041 -1.11
C -3.89488 2.37977 2.63421 -0.022 -0.150 -0.148 0.16
C -2.50267 2.14766 2.05981 0.361 0.535 -0.194 0.80
O -2.41683 1.19502 1.09955 0.104 -0.215 -0.296 1.09
N -1.55508 1.83721 3.15211 -0.518 -0.209 0.255 -0.01
N -0.29859 1.61171 2.80625 0.255 -0.071 -0.237 -0.11
C 0.61825 1.78992 3.68583 -0.424 0.068 0.084 -0.95
C 1.99845 1.42866 3.50580 0.587 -0.140 -0.351 1.00
Br 2.42929 0.65985 1.80873 -0.244 0.019 -0.036 0.08
C 2.93942 1.64201 4.43557 -0.323 0.019 -0.141 -1.18
C 4.33642 1.20609 4.47754 0.307 -0.098 0.019 0.29
C 5.29374 2.00732 5.10592 -0.126 0.031 -0.045 -0.46
C 6.59821 1.57081 5.25962 0.097 0.005 0.027 -0.55
C 6.97585 0.31781 4.79744 -0.032 0.024 -0.022 -0.55
C 6.03842 -0.48379 4.16201 0.067 -0.034 -0.005 -0.54
C 4.73541 -0.04510 4.00317 -0.087 -0.004 0.053 0.19
H -3.94352 1.01314 0.70560 -0.299 0.054 0.026 -0.24
H -7.15760 1.80452 1.90252 0.005 -0.006 0.005 0.46
H -7.46123 3.20093 3.93731 -0.004 -0.016 -0.003 0.39
H -5.46693 4.08683 5.12059 -0.008 -0.001 -0.019 0.38
H -3.22928 3.61455 4.25820 -0.013 0.025 -0.013 0.31
H -2.16258 3.12778 1.66824 -0.035 -0.097 -0.040 -0.25
H -1.72818 2.26238 4.05433 0.124 0.035 0.021 0.48
H 0.35696 2.18688 4.66962 0.026 -0.023 0.010 0.23
H 2.60659 2.20543 5.30403 -0.050 -0.055 0.019 0.42
H 5.00866 2.98798 5.46949 -0.022 -0.025 0.042 0.41
H 7.32382 2.20640 5.75185 -0.015 0.009 -0.006 0.36
H 7.98924 -0.03493 4.93952 0.009 0.020 -0.027 0.38
H 6.32037 -1.46450 3.79846 -0.016 0.015 -0.008 0.41
H 4.00482 -0.68898 3.53695 0.018 -0.090 0.031 0.24
C -0.14907 -4.45043 -3.53421 0.027 -0.019 0.052 -0.19
C -0.37753 -4.81169 -2.04293 0.015 0.160 -0.176 -0.83
C -1.31358 -3.88508 -1.31414 -0.121 -0.036 -0.088 -1.25
C -1.83942 -2.77493 -1.84187 0.036 -0.114 0.323 1.42
C -1.61199 -2.45763 -3.25418 -0.039 0.077 -0.178 -1.28
C -0.87155 -3.23903 -4.03671 0.055 -0.024 -0.066 -1.24
P -2.81757 -1.58105 -0.83143 0.333 -1.061 0.219 1.45
C -4.48492 -2.32801 -1.05346 -0.232 0.502 -0.222 0.70
C -4.73326 -3.45253 -1.83660 0.079 0.038 0.032 -1.08
C -6.01915 -3.96501 -1.94480 -0.063 -0.056 -0.013 -0.71
C -7.07549 -3.35695 -1.28512 0.005 -0.004 -0.016 -0.60
C -6.84296 -2.21702 -0.52724 -0.037 -0.009 0.023 -0.74
C -5.56194 -1.70115 -0.42045 0.080 0.013 -0.067 -0.27
C -2.38948 -2.06313 0.89157 -0.018 0.143 -0.110 -0.08
C -3.23307 -2.79881 1.71874 0.029 -0.103 0.002 -0.36
C -2.85726 -3.04617 3.03313 -0.021 -0.032 -0.032 -1.11
C -1.63094 -2.58325 3.48676 0.050 -0.045 0.046 -0.91
C -0.80495 -1.84741 2.64488 0.139 -0.051 -0.070 0.03
C -1.15614 -1.52346 1.32626 -0.511 -0.642 0.370 1.07
H -0.34973 -5.28304 -4.21470 0.028 -0.037 0.042 0.23
H -0.68357 -5.85187 -1.89986 0.025 0.021 0.012 0.87
H -1.56956 -4.13319 -0.29403 0.117 0.010 0.121 0.44
H -2.10364 -1.58022 -3.66355 0.024 -0.012 -0.035 0.43
H -0.76179 -3.01333 -5.09206 -0.013 0.089 0.015 0.38
H -3.92376 -3.93751 -2.36491 0.019 -0.016 0.036 0.39
H -6.19373 -4.84776 -2.54832 0.009 0.011 -0.011 0.42
H -8.07664 -3.76183 -1.37030 0.004 0.002 -0.001 0.36
H -7.66475 -1.72197 -0.02394 0.019 0.006 0.006 0.46
H -5.38636 -0.79890 0.15114 -0.090 -0.021 0.045 0.60
H -4.18711 -3.16394 1.35649 0.015 -0.016 0.000 0.49
H -3.52040 -3.58895 3.69707 0.015 -0.022 -0.020 0.34
H -1.32313 -2.78152 4.50860 -0.002 0.003 -0.007 0.44
H 0.14360 -1.50119 3.05455 -0.004 0.042 -0.014 0.27
C 1.96096 -2.94547 -3.73959 -0.024 -0.109 0.136 -2.09
C 1.39013 -4.28846 -3.28523 0.041 0.189 -0.177 1.89
C 2.16682 -5.34089 -4.02679 0.059 -0.083 0.080 -1.31
C 2.75755 -6.38367 -3.45280 -0.006 0.005 -0.189 -0.77
C 2.66014 -6.59305 -2.01562 -0.053 -0.021 0.103 -0.92
C 1.93021 -5.79182 -1.23928 0.171 -0.186 -0.058 -0.32
C 1.17680 -4.59988 -1.73665 -0.211 0.183 0.314 1.47
P 1.28431 -3.16883 -0.43149 0.203 -0.224 -0.215 3.22
C 1.84404 -3.99886 1.15096 0.023 0.289 0.065 0.64
C 2.87117 -3.38701 1.88392 -0.034 -0.055 0.026 -2.08
C 3.23747 -3.81555 3.14990 -0.002 0.025 0.055 -0.69
C 2.56738 -4.86772 3.74790 0.003 -0.017 -0.001 -1.07
C 1.53614 -5.46991 3.05356 -0.040 0.029 0.042 -0.73
C 1.15048 -5.04832 1.78289 0.012 -0.088 0.023 1.09
C -0.02870 -5.76257 1.18182 -0.233 0.258 0.030 -1.45
C 2.76455 -2.21831 -0.89665 -0.143 0.070 0.057 -0.18
C 4.03352 -2.79852 -0.88690 0.070 0.211 0.033 0.08
C 5.17186 -2.03734 -1.07815 0.077 -0.189 0.013 -1.14
C 5.03048 -0.66404 -1.25924 0.000 0.065 -0.017 -0.80
C 3.77979 -0.08747 -1.33233 0.013 0.029 0.037 0.20
C 2.58975 -0.84231 -1.21828 0.114 -0.247 -0.246 0.04
C 1.30668 -0.19806 -1.51314 0.127 -0.040 0.369 -0.70
H 1.77545 -2.82619 -4.81026 -0.002 -0.016 -0.010 0.63
H 3.03695 -2.89535 -3.57414 -0.006 0.005 0.054 0.64
H 1.48998 -2.11620 -3.22485 -0.004 0.134 -0.077 -0.17
H 2.26394 -5.17306 -5.09588 -0.034 -0.011 -0.009 0.44
H 3.33007 -7.09106 -4.04131 -0.015 0.031 -0.044 0.38
H 3.20107 -7.42631 -1.58203 -0.020 0.025 0.062 0.45
H 1.90356 -5.99162 -0.17620 0.199 -0.063 -0.253 -0.02
H 3.40906 -2.55411 1.46051 0.019 0.077 -0.090 0.41
H 4.05166 -3.32950 3.67214 0.029 0.085 -0.008 0.38
H 2.83883 -5.21058 4.73884 0.004 -0.003 -0.015 0.41
H 0.98482 -6.28347 3.51257 0.015 -0.018 -0.018 0.41
H -0.07881 -6.79113 1.54043 0.021 -0.015 -0.016 0.62
H 0.01026 -5.78258 0.09780 -0.236 -0.039 0.197 -0.05
H -0.94911 -5.26028 1.49128 -0.057 0.018 -0.025 0.15
H 4.12179 -3.86213 -0.69461 0.001 -0.022 0.011 0.52
H 6.15155 -2.49941 -1.06481 -0.007 0.020 -0.001 0.42
H 5.91369 -0.04588 -1.37527 -0.022 0.031 0.006 0.35
H 3.69654 0.97867 -1.51850 -0.025 -0.013 -0.053 0.43
H 0.62318 -0.86555 -2.05679 -0.054 -0.003 0.010 -0.13
H 1.48008 0.69131 -2.12082 -0.141 -0.034 0.008 -0.04
C 1.37565 3.16314 -5.43592 -0.018 -0.008 -0.038 -0.66
C 2.00429 3.17506 -4.19914 0.094 0.007 0.004 -0.68
C 1.25247 3.07374 -3.03765 -0.023 0.000 -0.016 -0.67
C -0.14220 2.97209 -3.06411 -0.118 -0.034 0.134 0.84
C -0.74949 2.96222 -4.32245 0.064 0.071 -0.035 -0.51
C -0.00607 3.05413 -5.49254 0.001 -0.009 -0.017 -0.75
Si -1.13376 2.81309 -1.41120 -0.133 0.608 -0.841 1.79
C -1.14555 4.65179 -0.81211 -0.039 -0.169 0.066 0.68
C -2.12899 5.14558 0.05471 0.038 -0.027 0.069 0.36
C -2.11608 6.45375 0.51797 -0.037 0.071 0.062 -0.66
C -1.09272 7.31570 0.15197 -0.009 -0.024 -0.013 -0.62
C -0.09270 6.84795 -0.68756 0.043 0.063 0.024 -0.80
C -0.12858 5.54541 -1.16508 -0.026 -0.041 -0.020 -0.78
C -2.90849 2.48061 -2.09533 0.109 0.181 0.160 1.00
C -4.03585 3.27606 -1.88437 0.020 0.018 0.006 -0.64
C -5.29669 2.89064 -2.32189 -0.063 0.004 -0.015 -0.74
C -5.46329 1.70392 -3.01711 -0.022 0.016 -0.021 -0.65
C -4.35100 0.92025 -3.29077 -0.017 -0.091 -0.023 -0.69
C -3.10331 1.30497 -2.82600 0.040 -0.011 -0.049 -0.71
H 1.95712 3.22918 -6.34785 0.009 0.004 0.010 0.36
H 3.08468 3.24837 -4.14250 -0.006 0.002 0.014 0.41
H 1.76659 3.06362 -2.07962 0.012 -0.010 0.003 0.47
H -1.82705 2.88035 -4.39151 0.009 0.036 -0.035 0.39
H -0.50969 3.04041 -6.45274 0.003 0.003 0.003 0.42
H -2.92913 4.49580 0.38880 -0.020 0.035 -0.031 -0.23
H -2.90870 6.80203 1.17097 0.002 -0.030 0.010 0.43
H -1.07760 8.33583 0.51632 0.014 -0.002 0.000 0.35
H 0.72486 7.50082 -0.97246 -0.024 0.007 -0.033 0.45
H 0.65481 5.22161 -1.83766 0.019 0.002 -0.023 0.23
H -3.93545 4.22910 -1.38139 -0.038 -0.038 0.010 0.41
H -6.15441 3.52076 -2.11513 0.014 0.010 -0.007 0.39
H -6.44584 1.39364 -3.35178 0.001 0.004 0.005 0.36
H -4.46559 0.00025 -3.85496 0.025 0.000 0.021 0.37
H -2.23868 0.68980 -3.06112 -0.027 -0.074 0.039 0.54
```
Forces are in eV/Å.